Record 1
ORCA calculation (ωB97M-V with the def2-TZVPD basis set) on C45H53F6Ge2N5O7ReS4 as an isolated structure in a non-equilibrium geometry.

```
123
Properties=species:S:1:pos:R:3:forces:R:3
Re -0.982 -0.403 0.630 3.684 -0.624 0.490
F -5.436 2.640 -0.247 0.202 -0.200 0.116
C -4.157 2.778 -0.532 -0.310 0.568 -0.540
F -3.993 2.750 -1.847 0.135 -0.254 0.046
F -3.742 3.976 -0.093 0.015 -0.542 0.166
S -3.216 1.406 0.304 -2.477 1.203 0.305
O -1.788 1.769 0.186 1.911 -0.108 -0.034
O -3.669 1.400 1.646 -0.399 0.343 0.437
N -3.567 0.228 -0.619 -0.217 0.236 -0.379
S -3.410 -1.242 -0.037 -3.259 -0.593 -0.622
O -3.200 -1.161 1.371 0.029 -0.390 0.787
O -2.558 -2.031 -0.861 -0.101 -0.573 -0.347
C -5.156 -1.817 -0.317 -0.817 0.079 -0.253
F -5.945 -1.030 0.413 0.227 -0.059 0.084
F -5.410 -3.078 -0.017 0.652 0.283 0.093
F -5.428 -1.612 -1.604 0.195 -0.090 0.028
C 3.765 -0.339 2.675 -0.235 0.018 -0.052
C 2.257 -0.170 2.635 -0.461 -0.058 -0.914
Ge 1.439 0.403 0.839 1.045 1.267 0.691
C 2.424 0.420 -0.949 -0.503 -0.271 0.520
C 3.925 0.218 -0.814 -0.250 -0.001 0.119
C 1.789 2.383 1.127 -0.717 -1.173 -0.052
C 1.174 3.510 0.805 -1.214 0.053 -0.050
Ge -0.828 3.713 0.485 1.372 0.417 -0.057
C -1.717 3.976 2.326 0.111 -0.080 -1.063
C -1.194 5.149 3.143 0.171 -0.027 -0.207
C -1.012 4.216 -1.514 -0.077 -0.193 1.076
C -1.421 5.650 -1.813 -0.014 -0.032 0.171
C 1.848 4.814 0.662 0.022 0.241 -0.019
C 3.226 4.905 0.451 -0.145 0.147 -0.009
C 3.829 6.139 0.295 0.047 -0.038 0.019
C 3.078 7.303 0.342 -0.144 0.057 0.033
C 1.707 7.230 0.534 -0.007 0.174 -0.086
C 1.105 5.995 0.682 0.136 -0.326 -0.001
H 4.086 -0.559 3.692 0.100 -0.037 0.058
H 4.264 0.573 2.360 0.223 0.061 -0.072
H 4.063 -1.158 2.032 0.229 -0.084 -0.116
H 1.947 0.584 3.361 -0.184 0.076 -0.103
H 1.772 -1.108 2.898 -0.073 -0.154 0.147
H 2.209 1.383 -1.416 -0.173 0.019 0.083
H 1.996 -0.370 -1.561 -0.098 -0.076 -0.137
H 4.365 0.987 -0.186 0.182 0.075 0.068
H 4.397 0.266 -1.794 0.116 -0.022 -0.039
H 4.126 -0.751 -0.370 0.196 -0.120 0.020
H 2.840 2.424 1.403 0.234 0.267 -0.057
H -1.455 3.040 2.828 -0.036 -0.080 -0.190
H -2.798 4.027 2.219 0.012 -0.105 -0.032
H -0.106 5.151 3.185 0.061 0.059 0.053
H -1.568 5.061 4.161 -0.023 0.018 0.041
H -1.530 6.103 2.745 0.011 0.091 -0.013
H -1.696 3.503 -1.970 -0.012 -0.066 0.066
H -0.011 4.021 -1.911 -0.045 -0.131 0.228
H -2.321 5.935 -1.272 -0.094 0.081 -0.059
H -1.614 5.755 -2.880 -0.011 0.067 -0.017
H -0.624 6.339 -1.542 -0.019 0.088 -0.024
H 3.828 4.013 0.393 0.043 -0.145 -0.030
H 4.893 6.196 0.124 0.111 -0.001 0.005
H 3.555 8.263 0.222 0.046 0.089 -0.021
H 1.113 8.132 0.556 -0.034 0.054 0.027
H 0.028 5.944 0.831 -0.111 0.177 0.089
C -3.974 -0.435 4.312 -0.483 0.814 0.101
N -3.017 -1.502 4.200 0.736 -0.493 -0.245
C -3.191 -2.771 4.672 0.146 -0.560 0.147
C -2.049 -3.465 4.429 -0.256 -0.010 0.204
N -1.190 -2.601 3.814 -0.367 0.434 0.067
C -1.799 -1.413 3.660 -0.080 -0.144 -0.014
S -1.074 0.004 2.994 0.769 0.418 -1.192
H -4.983 -0.831 4.236 0.049 -0.104 -0.035
H -3.818 0.288 3.515 0.001 -0.138 0.069
H -3.860 0.062 5.276 -0.013 -0.036 -0.009
H -4.104 -3.080 5.141 -0.111 -0.043 0.073
H -1.785 -4.479 4.654 -0.002 -0.096 -0.001
H -0.264 -2.828 3.476 0.046 0.064 0.048
C -0.500 2.284 -7.868 0.050 0.073 -0.073
C -0.812 1.742 -6.513 -0.219 -0.039 0.103
C -2.111 1.370 -6.183 0.187 -0.009 -0.036
C -2.388 0.791 -4.958 -0.101 -0.082 0.175
C -1.362 0.574 -4.052 -0.587 -0.040 0.250
C -0.073 0.991 -4.338 0.196 -0.064 0.191
C 0.194 1.580 -5.560 -0.062 -0.116 0.166
S -1.810 -0.467 -2.653 0.668 -0.245 -3.144
C -0.950 -1.925 -3.316 -0.399 0.119 0.546
O -0.872 -0.014 -1.544 0.832 -0.060 2.893
H -1.399 2.363 -8.473 -0.022 0.027 -0.079
H 0.204 1.628 -8.379 0.041 0.000 -0.071
H -0.042 3.267 -7.796 0.056 0.095 -0.038
H -2.903 1.511 -6.902 -0.094 0.018 -0.048
H -3.391 0.478 -4.711 -0.202 -0.020 -0.024
H 0.710 0.838 -3.611 0.195 -0.004 0.079
H 1.204 1.884 -5.793 0.094 0.048 -0.015
H 0.078 -1.662 -3.530 0.149 0.159 -0.025
H -1.464 -2.229 -4.219 -0.115 -0.028 -0.182
H -1.011 -2.705 -2.567 -0.008 -0.162 0.052
O -2.266 -3.524 1.269 0.295 -0.268 -0.090
C -1.107 -3.504 0.914 -0.969 -0.732 0.563
N -0.352 -4.580 0.631 0.154 -0.044 -0.275
C 1.056 -4.271 0.572 0.230 -0.267 -0.025
C 0.986 -2.750 0.568 1.311 0.245 -0.081
O 1.940 -2.013 0.434 -0.291 -0.481 -0.164
N -0.290 -2.351 0.828 -1.273 2.087 -0.493
C 1.732 -4.857 -0.648 0.047 0.101 -0.007
C 2.266 -6.138 -0.597 -0.043 0.115 -0.023
C 2.894 -6.666 -1.712 -0.027 -0.067 -0.011
C 2.982 -5.926 -2.879 0.057 0.008 0.003
C 2.425 -4.659 -2.939 -0.042 0.050 -0.072
C 1.801 -4.125 -1.825 0.019 -0.174 0.101
C 1.776 -4.618 1.873 -0.082 0.024 0.090
C 1.086 -5.125 2.966 -0.052 0.027 -0.120
C 1.755 -5.413 4.144 0.085 0.017 0.147
C 3.113 -5.166 4.244 -0.085 -0.007 0.095
C 3.799 -4.640 3.160 0.042 0.001 -0.076
C 3.139 -4.368 1.976 -0.035 -0.023 0.108
H -0.730 -5.512 0.601 -0.058 0.022 0.090
H 2.202 -6.717 0.312 0.063 -0.049 0.119
H 3.326 -7.653 -1.663 0.034 -0.116 -0.010
H 3.500 -6.331 -3.734 0.004 -0.044 -0.105
H 2.489 -4.083 -3.849 0.024 0.060 -0.104
H 1.379 -3.132 -1.851 0.042 0.176 -0.130
H 0.029 -5.332 2.889 -0.138 -0.087 -0.019
H 1.216 -5.843 4.976 -0.015 -0.020 0.085
H 3.633 -5.381 5.163 0.085 -0.052 0.088
H 4.859 -4.455 3.230 0.155 0.049 0.038
H 3.670 -3.958 1.133 0.118 0.017 -0.127
```
Forces are in eV/Å.

Summary:
Maximum force, eV Å⁻¹: 3.768
DFT total energy, eV: -244099.274
HOMO-LUMO gap (spin up / spin down), eV: 5.1183 / 5.5962
Total charge: +2
HOMO energy (spin up / spin down), eV: -12.546 / -12.547
Energy above the lowest of the compared OMol25 structures with the same formula, charge and spin, kcal/mol: 21.03
Multiplicity: 2


Record 2
ORCA calculation (ωB97M-V with the def2-TZVPD basis set) on C8H21InNO as an isolated structure.

```
32
Properties=species:S:1:pos:R:3:forces:R:3
C 3.945 -0.964 1.238 -0.128 0.171 -0.049
C 4.329 0.003 0.104 -0.029 0.002 -0.097
C 3.473 -0.103 -1.188 0.065 0.223 0.060
N 2.397 0.859 -1.335 -0.128 -0.023 0.201
In 0.848 0.754 0.155 -0.256 -0.180 0.005
C -1.003 1.745 -0.627 0.154 0.186 0.056
C -2.142 1.878 0.388 0.171 0.031 0.015
C -2.730 0.561 0.889 -0.086 -0.026 -0.011
C -3.487 -0.217 -0.196 -0.072 0.148 -0.088
O -2.892 -1.471 -0.478 0.217 -0.074 0.293
C -3.746 -2.575 -0.527 -0.037 -0.075 -0.137
H 3.210 -1.693 0.892 0.045 -0.042 0.004
H 4.813 -1.505 1.619 -0.007 -0.004 0.051
H 3.476 -0.431 2.066 0.015 -0.059 0.029
H 5.384 -0.135 -0.156 0.008 -0.060 0.006
H 4.229 1.036 0.452 0.083 -0.005 0.030
H 3.028 -1.102 -1.226 0.099 -0.079 -0.087
H 4.169 -0.015 -2.039 -0.039 -0.109 -0.067
H 2.809 1.788 -1.311 0.004 0.024 -0.069
H 1.409 1.586 1.645 -0.052 0.060 -0.031
H 0.588 -0.977 0.485 0.067 0.044 -0.038
H -0.702 2.765 -0.902 0.020 -0.057 -0.078
H -1.349 1.283 -1.559 0.031 -0.124 0.066
H -2.975 2.477 -0.015 0.002 0.036 0.013
H -1.755 2.434 1.249 -0.110 -0.020 0.038
H -1.948 -0.085 1.296 0.020 0.004 -0.096
H -3.432 0.775 1.704 0.070 -0.028 0.043
H -4.527 -0.374 0.114 -0.017 -0.024 -0.030
H -3.506 0.372 -1.120 -0.040 0.022 -0.029
H -4.059 -2.797 -1.555 -0.097 0.020 -0.011
H -4.642 -2.428 0.086 -0.018 -0.002 0.020
H -3.211 -3.447 -0.145 0.046 0.020 -0.012
```
Forces are in eV/Å.

Summary:
Maximum force, eV Å⁻¹: 0.373
DFT total energy, eV: -17346.212
HOMO-LUMO gap, eV: 6.8893
Total charge: -1
HOMO energy, eV: -3.707
Energy above the lowest of the compared OMol25 structures with the same formula, charge and spin, kcal/mol: 1.00


Record 3
ORCA calculation (ωB97M-V with the def2-TZVPD basis set) on C6H8LiO6 as an isolated structure in a non-equilibrium geometry.

```
21
Properties=species:S:1:pos:R:3:forces:R:3
H 0.252 0.623 0.345 -0.559 -1.284 1.549
O -2.249 4.482 0.126 0.005 -0.879 0.084
C -1.200 3.902 -0.083 -1.092 -5.178 1.833
O -0.144 4.198 -0.620 1.603 -2.446 -0.030
O -1.241 2.484 0.513 0.755 -0.139 -0.093
Li -1.051 5.432 -0.493 -0.567 8.259 -1.656
C -0.162 2.014 1.025 -1.358 0.622 1.952
C -0.120 0.667 1.561 0.468 1.950 -2.089
C 1.001 0.340 2.509 0.275 0.272 0.387
C 1.025 -1.125 2.894 0.242 -0.479 0.147
O -0.140 -1.359 3.693 -0.124 1.170 -0.465
C -0.487 -2.614 3.924 0.526 -1.708 0.153
O 0.195 -3.587 3.703 -0.263 0.690 -0.060
O -1.700 -2.630 4.460 -0.257 0.361 0.218
H 0.660 2.720 1.223 0.197 -0.476 -0.813
H -1.105 0.269 1.830 0.222 -0.313 -0.868
H 0.822 0.951 3.412 0.182 -0.321 -0.196
H 1.977 0.634 2.101 -0.217 -0.105 0.069
H 1.923 -1.357 3.481 -0.211 0.020 -0.187
H 0.999 -1.777 2.011 0.081 0.074 0.214
H -1.893 -3.523 4.774 0.094 -0.091 -0.148
```
Forces are in eV/Å.

Summary:
Maximum force, eV Å⁻¹: 8.442
DFT total energy, eV: -18834.040
HOMO-LUMO gap, eV: 8.7956
Total charge: +1
HOMO energy, eV: -13.608


Record 4
ORCA calculation (ωB97M-V with the def2-TZVPD basis set) on a 2-piece molecular cluster, C8H10N2OS overall in a non-equilibrium geometry.

```
22
Properties=species:S:1:pos:R:3:forces:R:3
C -1.281 0.717 2.758 -1.882 2.221 -1.332
C -1.274 -0.481 3.289 0.461 -3.769 2.156
C -0.354 -0.372 1.028 -0.720 0.517 2.045
C -1.707 -0.271 -1.305 3.929 -2.434 -0.758
C 2.676 -0.421 -0.940 2.196 -1.531 0.446
C 1.866 0.091 -2.036 -1.209 -0.291 -3.677
C 1.359 0.219 -0.644 -0.890 0.706 -0.695
C 0.210 -0.636 -0.239 -1.959 -0.506 -1.632
N -0.873 0.765 1.446 1.263 0.300 -0.471
N -1.912 0.971 -1.100 -0.656 3.353 2.827
O -1.929 -1.068 -2.157 -0.564 0.122 0.321
S -0.420 -1.621 2.228 -0.859 0.855 0.645
H -1.844 1.619 3.096 0.773 -0.947 0.141
H -1.679 -0.935 4.231 0.509 1.046 -0.979
H 2.683 -1.559 -0.873 0.405 1.734 0.401
H 3.670 0.163 -0.821 -1.863 -1.340 0.234
H 2.366 0.861 -2.685 -1.045 -0.242 1.156
H 1.158 -0.539 -2.659 1.435 0.287 0.657
H 1.211 1.232 -0.376 0.493 0.767 1.046
H 0.258 -1.717 -0.418 0.364 0.403 -0.243
H -1.796 1.382 -0.120 0.605 -1.147 -1.326
H -2.388 1.600 -1.703 -0.787 -0.103 -0.961
```
Forces are in eV/Å.

Summary:
Maximum force, eV Å⁻¹: 4.684
DFT total energy, eV: -24317.537
HOMO-LUMO gap (spin up / spin down), eV: 8.0054 / 8.0060
Total charge: 0
HOMO energy (spin up / spin down), eV: -7.663 / -7.663
Energy above the lowest of the compared OMol25 structures with the same formula, charge and spin, kcal/mol: 76.72